DFT (ωB97M-V with the def2-TZVPD basis set) results for a 2-piece molecular cluster, C28H32NO2 overall at a distorted geometry.

```
63
Properties=species:S:1:pos:R:3:forces:R:3:nbo_charge:R:1
C 4.91220 -2.43411 -3.50291 -0.11 -0.05 -0.07 -0.26
O 4.01000 -1.62209 -4.27565 -0.91 0.85 0.57 -0.46
C 3.22113 -0.68780 -3.69259 0.68 -0.13 -0.06 0.42
C 2.46466 0.12544 -4.57708 0.24 -0.35 -0.01 -0.28
C 1.81979 1.23739 -4.10903 0.11 -0.05 0.15 -0.10
C 1.84283 1.57767 -2.72270 -0.06 -0.15 -0.20 -0.11
C 1.27086 2.80691 -2.32235 -0.18 -0.59 0.48 0.09
C 1.25609 3.31949 -0.99948 0.22 0.39 0.18 -0.21
C 0.16341 4.11960 -0.55639 0.25 0.11 -0.37 -0.08
C 0.11154 4.60103 0.72219 0.24 0.05 0.64 -0.26
C 1.15198 4.30567 1.63946 0.10 0.18 0.35 0.40
O 1.03803 4.85516 2.87580 0.09 -0.72 -0.96 -0.47
C 1.93302 4.44869 3.93063 -0.09 0.15 -0.13 -0.26
C 2.25466 3.52235 1.22309 -0.19 0.14 0.27 -0.34
C 2.31628 3.08840 -0.08489 -0.24 -0.33 0.14 -0.05
C 2.39862 0.61089 -1.83081 0.30 0.14 -0.12 -0.12
C 3.13495 -0.46159 -2.29545 0.02 -0.11 -0.27 -0.31
H 5.37164 -3.07535 -4.25848 -0.02 0.06 0.33 0.22
H 5.68208 -1.82793 -3.00845 -0.25 -0.03 -0.13 0.19
H 4.37501 -3.04470 -2.76592 0.08 0.15 -0.20 0.19
H 2.45207 -0.15673 -5.62565 0.03 0.15 0.13 0.25
H 1.27636 1.88209 -4.79675 0.17 -0.07 0.08 0.23
H 0.69123 3.34552 -3.07157 0.04 -0.05 0.10 0.23
H -0.64551 4.34228 -1.25110 0.18 0.00 0.13 0.23
H -0.70253 5.22934 1.07723 0.11 -0.18 -0.16 0.25
H 1.55306 4.98868 4.80097 0.24 -0.21 -0.11 0.22
H 1.88519 3.36417 4.10625 -0.06 0.31 -0.12 0.19
H 2.96730 4.75265 3.71643 -0.29 -0.04 0.03 0.19
H 3.04175 3.25577 1.93149 -0.18 0.26 -0.34 0.24
H 3.19712 2.54372 -0.41837 -0.14 0.25 0.07 0.22
H 2.25375 0.71989 -0.75916 0.06 -0.02 -0.25 0.23
H 3.64664 -1.12827 -1.59861 -0.31 0.18 -0.21 0.24
C 0.32401 8.14040 -1.63208 0.18 -0.17 0.07 -0.24
C 1.26685 7.61271 -0.73778 -0.29 0.29 -0.28 -0.21
C 2.27385 6.77644 -1.19334 -0.09 -0.48 -0.63 -0.23
C 2.33583 6.38462 -2.55378 -0.95 0.46 0.26 -0.06
C 3.32764 5.43164 -2.98683 0.54 -0.76 -0.78 -0.38
C 3.56800 5.11179 -4.30939 -0.52 0.14 1.19 0.10
N 4.73572 4.69201 -4.83241 -0.14 -0.80 -0.25 -0.41
C 4.76719 4.45135 -6.27413 0.09 0.20 -0.26 -0.20
C 5.81272 3.42754 -6.69272 -0.08 -0.12 0.16 -0.41
C 7.17533 3.72945 -6.07663 0.02 0.09 -0.04 -0.40
C 7.07835 3.90078 -4.56293 -0.25 -0.19 0.14 -0.40
C 5.99379 4.89344 -4.13045 0.49 0.13 0.04 -0.21
C 1.42010 6.98062 -3.45748 0.09 -0.22 0.48 -0.18
C 0.41629 7.82460 -2.99539 0.07 0.06 0.22 -0.22
H -0.45771 8.81114 -1.26995 0.24 -0.23 -0.14 0.22
H 1.21251 7.85937 0.32215 0.03 0.03 -0.24 0.22
H 3.02793 6.38766 -0.50927 -0.19 0.03 -0.06 0.21
H 3.93972 4.96272 -2.21255 0.27 0.65 -0.20 0.20
H 2.74067 5.14532 -5.02660 0.39 0.50 0.04 0.19
H 3.77101 4.10568 -6.57206 0.20 0.12 0.01 0.20
H 4.96413 5.39751 -6.80893 -0.02 -0.10 0.14 0.19
H 5.47970 2.42879 -6.38196 0.06 0.08 -0.02 0.20
H 5.87942 3.43220 -7.78518 -0.03 -0.07 0.13 0.22
H 7.86528 2.91043 -6.30215 0.00 0.18 -0.03 0.22
H 7.58428 4.64277 -6.52813 -0.02 -0.10 0.05 0.20
H 6.85414 2.92767 -4.10472 0.08 0.08 -0.08 0.19
H 8.03891 4.24367 -4.16348 -0.16 -0.10 0.02 0.22
H 6.37117 5.91868 -4.30512 -0.27 -0.13 -0.02 0.19
H 5.82102 4.79165 -3.05425 0.08 0.08 -0.32 0.22
H 1.51425 6.76254 -4.52199 -0.17 0.16 0.27 0.19
H -0.29563 8.25695 -3.70070 0.22 -0.10 0.20 0.22
```
Forces are in eV/Å.

Calculated values
HOMO in eV: -9.16
Charge: +1
Orbital gap in eV: 4.30
DFT total energy in eV: -35132.4504
F_max in eV/Å: 1.4

DFT (ωB97M-V with the def2-TZVPD basis set) results for C28H32NPPtSi2 as an isolated structure.

```
65
Properties=species:S:1:pos:R:3:forces:R:3:nbo_charge:R:1
Pt 0.04298 1.01318 0.41585 -0.09 -0.40 -0.34 -0.23
C -2.35016 2.58494 -1.53392 -0.33 -0.20 -0.20 -1.14
Si -0.93862 2.94752 -0.37971 0.44 -0.05 0.02 1.34
C -1.57387 4.10935 0.92478 -0.25 0.24 0.30 -1.14
C 0.36147 3.91672 -1.34500 0.03 0.24 -0.33 -0.37
C 0.08129 4.90474 -2.29790 0.08 -0.05 0.09 -0.22
C 1.10298 5.63994 -2.88183 0.04 -0.03 0.06 -0.21
C 2.43009 5.40051 -2.52507 -0.09 -0.01 0.02 -0.22
C 2.72670 4.42417 -1.58926 -0.11 -0.02 -0.03 -0.19
C 1.70069 3.66940 -1.00176 0.19 0.27 -0.19 -0.57
Si 1.87559 2.28606 0.21050 -0.33 -0.15 -0.34 1.02
C 3.43857 -1.21095 -2.32564 0.06 0.04 0.00 -0.58
C 3.21332 2.69915 1.42651 0.17 0.04 0.43 -1.17
H -2.69303 3.51927 -1.99145 -0.03 -0.05 -0.01 0.23
H -3.19480 2.14506 -0.99563 0.02 0.02 -0.05 0.23
H -2.06116 1.89740 -2.33211 -0.01 0.04 0.02 0.24
H -1.93984 5.02859 0.45411 0.00 -0.02 0.06 0.23
H -0.78636 4.37572 1.63212 -0.03 0.03 -0.01 0.24
H -2.40021 3.66345 1.48552 0.04 0.03 0.02 0.23
H -0.94523 5.11356 -2.58303 0.01 -0.01 0.01 0.20
H 0.87044 6.40904 -3.60886 0.01 -0.02 -0.01 0.21
H 3.22571 5.97654 -2.98147 -0.01 0.00 0.00 0.21
H 3.76450 4.23834 -1.33135 -0.02 0.00 0.03 0.20
H 4.29595 -1.63397 -2.85225 -0.01 0.00 0.01 0.21
H 2.91581 -0.53137 -3.00145 0.02 -0.04 0.00 0.21
H 3.80637 -0.62756 -1.47991 -0.04 -0.01 0.00 0.21
H 4.07457 3.09519 0.88279 0.02 -0.01 0.05 0.24
H 3.52626 1.82744 2.00142 0.03 0.04 0.01 0.24
H 2.87524 3.47242 2.12539 0.05 -0.02 -0.04 0.24
N -0.09607 0.06765 3.23442 0.03 -0.26 -0.15 -0.81
C -0.63980 -1.19906 3.32381 0.00 0.06 0.08 0.21
C -0.74805 -1.81240 4.57982 -0.01 -0.02 -0.02 -0.26
C -1.28589 -3.07467 4.71647 -0.01 -0.04 0.01 -0.17
C -1.74473 -3.77074 3.60240 0.04 0.09 -0.01 -0.29
C -1.62333 -3.17972 2.35841 0.04 -0.03 -0.06 -0.10
C -1.05550 -1.91316 2.18264 -0.27 -0.07 -0.04 -0.44
P -0.82265 -1.25240 0.48874 0.66 0.04 0.35 0.84
C 0.75435 -2.04196 -0.03852 -0.12 -0.30 0.09 -0.38
C 1.45034 -2.94036 0.80380 0.15 -0.03 -0.08 -0.19
C 2.67390 -3.51438 0.35568 -0.18 0.12 0.12 -0.25
C 3.17729 -3.24114 -0.86776 0.01 0.01 -0.08 -0.12
C 2.49536 -2.32636 -1.83831 0.03 0.00 0.06 -0.33
C 1.23699 -1.74366 -1.27832 -0.06 0.01 -0.03 -0.11
C -2.09005 -2.12188 -0.47949 -0.15 0.28 0.01 -0.25
C -3.37317 -1.57640 -0.47459 -0.05 0.01 -0.04 -0.21
C -4.40833 -2.20671 -1.14809 0.08 0.00 0.02 -0.21
C -4.16268 -3.38481 -1.84122 0.02 -0.01 0.01 -0.20
C -2.88434 -3.92525 -1.85900 0.02 0.03 0.02 -0.20
C -1.84675 -3.29698 -1.18060 -0.05 -0.06 -0.05 -0.23
H -0.44063 0.63156 2.45649 0.05 0.23 0.23 0.38
H 0.03647 0.57787 4.09035 -0.08 -0.03 0.06 0.39
H -0.40889 -1.26823 5.45379 -0.01 0.00 0.00 0.21
H -1.36192 -3.51542 5.70303 0.00 0.00 -0.01 0.21
H -2.18458 -4.75387 3.70110 0.01 0.01 0.00 0.22
H -1.96672 -3.72499 1.48731 0.00 0.02 0.01 0.21
H 1.06882 -3.17089 1.78785 0.03 -0.02 -0.01 0.22
H 3.21374 -4.17800 1.02039 -0.02 0.00 0.01 0.22
H 4.11746 -3.68515 -1.17735 -0.02 0.02 -0.02 0.20
H 2.23017 -2.91622 -2.73179 -0.01 0.02 -0.04 0.22
H 0.71355 -1.02563 -1.90149 -0.02 0.01 -0.01 0.21
H -3.55979 -0.64963 0.05741 0.02 -0.01 0.00 0.22
H -5.40042 -1.77459 -1.13749 0.00 -0.01 0.00 0.22
H -4.96693 -3.87871 -2.37110 0.01 0.00 0.00 0.22
H -2.68963 -4.84121 -2.40179 -0.01 0.00 0.00 0.22
H -0.85281 -3.72633 -1.19842 0.00 0.02 0.01 0.23
```
Forces are in eV/Å.

Calculated values
HOMO (spin up / spin down) in eV: -5.73 / -8.03
2S+1: 3
Charge: 0
Orbital gap (spin up / spin down) in eV: 5.92 / 7.42
DFT total energy in eV: -59336.2923
F_max in eV/Å: 0.8

DFT (ωB97M-V with the def2-TZVPD basis set) results for C28H33AsBaF6N5O7P3S as an isolated structure.

```
85
Properties=species:S:1:pos:R:3:forces:R:3:lowdin_spin:R:1
Ba 1.37992 -0.08308 0.51189 -0.56 0.46 -0.07 0.03
C -3.31580 2.03496 -0.68509 0.01 -0.01 0.00 0.00
C -1.84035 1.80842 -0.50316 0.01 0.02 0.01 0.00
N -1.18291 0.86827 -1.07897 0.02 0.06 -0.06 0.00
N -1.89346 0.19164 -2.04681 0.03 -0.09 0.07 0.00
C -1.44564 -0.86615 -2.75015 -0.05 0.01 -0.04 0.00
N -2.06901 -1.01849 -3.96830 0.04 0.02 0.01 0.00
S -0.35780 -2.05302 -2.32643 0.22 0.06 0.26 0.00
C -1.08028 2.77514 0.34040 -0.03 -0.01 -0.01 0.00
C -1.66480 3.97873 0.71890 0.01 0.02 0.01 0.00
C -0.91410 4.89369 1.44268 -0.01 -0.01 -0.02 0.00
C 0.39136 4.57922 1.76417 0.00 0.01 0.00 0.00
C 0.89551 3.36075 1.33030 0.01 0.00 -0.01 0.00
N 0.18463 2.48192 0.63933 -0.01 0.11 -0.06 0.00
H -3.83594 1.09866 -0.88380 -0.01 0.00 0.01 0.00
H -3.52694 2.73725 -1.49667 0.00 -0.01 -0.01 0.00
H -3.74176 2.44345 0.22836 0.00 0.00 -0.01 0.00
H -2.70176 0.64551 -2.45044 -0.02 0.00 0.01 0.00
H -1.98792 -0.22718 -4.59357 -0.01 -0.01 -0.01 0.00
H -1.91276 -1.90426 -4.42719 -0.01 0.00 0.01 0.00
H -2.68044 4.21970 0.44375 0.00 0.00 0.00 0.00
H -1.34575 5.84127 1.73722 0.00 0.00 0.00 0.00
H 1.01959 5.26309 2.31716 0.00 -0.01 0.00 0.00
H 1.92735 3.09515 1.53068 -0.01 0.00 0.00 0.00
N 4.60954 -3.99825 1.32032 -0.09 0.03 0.00 0.02
C 3.12540 -3.81888 1.01035 0.04 -0.15 0.07 0.11
C 2.40915 -5.15478 1.00054 0.00 0.03 0.01 0.01
P 3.13403 -2.91692 -0.64713 0.12 -0.15 -0.19 0.42
O 2.40405 -3.92790 -1.65482 0.03 -0.04 0.03 0.11
O 4.55929 -2.64324 -0.96837 0.00 0.01 0.01 0.23
O 0.02635 -1.98151 -0.85084 0.06 0.17 -0.06 0.03
P 2.48177 -2.62034 2.27172 0.11 0.01 0.07 0.01
O 3.06840 -3.37109 3.58125 -0.15 0.09 0.05 0.00
O 1.00370 -2.59497 2.21706 0.18 -0.04 -0.19 0.00
O 3.26148 -1.37233 1.99426 0.04 -0.21 -0.03 0.01
H 4.91960 -4.94228 1.09185 0.03 0.00 -0.04 0.00
H 4.78642 -3.82321 2.31355 -0.01 -0.02 0.01 0.00
H 5.13501 -3.32569 0.73266 0.03 0.02 0.02 0.00
H 2.80470 -5.82596 0.23639 0.00 -0.01 0.01 0.00
H 1.35311 -4.98737 0.79619 0.01 0.01 -0.01 0.00
H 2.49112 -5.62416 1.98301 0.00 -0.01 0.00 0.00
H 2.79925 -3.92177 -2.54011 -0.02 0.03 0.00 0.00
H 2.39821 -3.48961 4.26909 0.02 -0.02 -0.03 0.00
F 1.95262 0.71550 -2.07637 -0.11 -0.11 0.27 0.00
P 3.10846 1.92435 -2.05210 0.34 0.12 -0.36 0.00
F 2.90959 1.99575 -0.39693 -0.12 -0.20 0.16 0.00
F 3.25858 1.79215 -3.63084 -0.05 -0.01 0.04 0.00
F 4.21382 0.77607 -1.80261 -0.11 0.00 0.01 0.00
F 1.92474 2.99828 -2.19802 -0.03 -0.06 0.03 0.00
F 4.20615 3.06922 -1.96047 -0.04 -0.03 0.03 0.00
O -0.00144 0.48555 2.64405 -0.13 -0.05 0.21 0.00
As -0.93164 0.30531 4.00817 0.20 -0.06 -0.27 0.00
C -0.87341 -1.49039 4.67105 0.00 -0.02 -0.02 0.00
C -1.31715 -2.53467 3.86546 -0.02 0.04 -0.02 0.00
C -1.18523 -3.84229 4.30100 -0.01 -0.01 0.03 0.00
C -0.58588 -4.10913 5.52529 0.00 0.00 -0.01 0.00
C -0.11719 -3.06889 6.31704 0.00 0.01 0.02 0.00
C -0.26425 -1.75455 5.89243 -0.03 -0.01 0.05 0.00
C -2.74262 0.84044 3.66612 -0.01 -0.02 -0.03 0.00
C -3.81089 -0.04836 3.63537 0.03 0.01 0.06 0.00
C -5.08340 0.41649 3.33043 -0.01 0.02 0.00 0.00
C -5.28659 1.76326 3.06509 -0.01 -0.01 0.00 0.00
C -4.21983 2.65271 3.10508 0.00 0.00 0.00 0.00
C -2.94666 2.19280 3.40318 0.00 0.00 -0.01 0.00
C -0.30385 1.47011 5.38498 0.04 0.03 0.01 0.00
C -1.07484 1.71388 6.51752 0.00 0.00 -0.02 0.00
C -0.59201 2.56383 7.49996 0.00 0.00 0.01 0.00
C 0.65083 3.16631 7.34539 0.00 0.00 0.01 0.00
C 1.41480 2.92336 6.21280 0.00 0.00 0.00 0.00
C 0.93815 2.07139 5.22573 0.00 -0.01 0.00 0.00
H -1.72063 -2.33499 2.88030 -0.02 0.00 0.02 0.00
H -1.53238 -4.65507 3.67704 0.00 0.00 0.00 0.00
H -0.48472 -5.13216 5.86471 0.00 0.00 0.00 0.00
H 0.34877 -3.27752 7.27137 0.00 0.00 0.00 0.00
H 0.09420 -0.94263 6.51339 0.01 -0.01 0.00 0.00
H -3.66305 -1.09466 3.86912 0.02 -0.02 -0.02 0.00
H -5.91809 -0.27168 3.31267 0.00 0.00 0.00 0.00
H -6.28201 2.12405 2.84052 0.00 0.00 0.00 0.00
H -4.38388 3.70638 2.91663 0.00 0.00 0.00 0.00
H -2.11304 2.88556 3.43841 0.00 0.00 0.00 0.00
H -2.04853 1.25007 6.63060 0.00 0.00 0.00 0.00
H -1.18419 2.75987 8.38387 0.00 0.00 0.00 0.00
H 1.02365 3.83100 8.11360 0.00 0.00 0.00 0.00
H 2.38094 3.39690 6.09869 0.00 0.00 0.00 0.00
H 1.51775 1.87063 4.33287 0.00 0.00 0.00 0.00
```
Forces are in eV/Å.

Calculated values
HOMO (spin up / spin down) in eV: -10.65 / -10.65
2S+1: 2
Charge: +1
Orbital gap (spin up / spin down) in eV: 8.10 / 6.15
DFT total energy in eV: -167900.3650
F_max in eV/Å: 0.7

What is the formula in the first record? C28H32NO2

The lowest DFT total energy belongs to which entry? C28H33AsBaF6N5O7P3S